This record from OMol25 describes a 10-piece molecular cluster, C50H70O30 overall. The level of theory is wB97M-V/def2-TZVPD.

Positions of all 150 atoms, in Å:
C (-6.935, -19.582, -30.184)
O (-7.997, -18.976, -31.003)
C (-8.852, -18.072, -30.393)
C (-9.736, -18.733, -29.230)
O (-9.058, -19.125, -28.077)
C (-8.398, -18.119, -27.339)
H (-6.348, -18.870, -29.605)
H (-6.054, -19.945, -30.712)
H (-7.315, -20.272, -29.431)
H (-9.433, -17.740, -31.253)
H (-8.145, -17.293, -30.107)
H (-9.909, -19.721, -29.657)
H (-10.649, -18.141, -29.168)
H (-7.509, -18.541, -26.869)
H (-9.030, -17.822, -26.502)
H (-8.019, -17.287, -27.932)
C (-3.758, -20.950, -28.334)
O (-3.646, -20.574, -26.941)
C (-4.532, -19.526, -26.409)
C (-4.396, -19.351, -24.932)
O (-5.524, -18.700, -24.319)
C (-5.688, -17.326, -24.713)
H (-2.743, -20.805, -28.705)
H (-4.428, -20.322, -28.922)
H (-4.071, -21.983, -28.483)
H (-5.555, -19.864, -26.576)
H (-4.289, -18.579, -26.890)
H (-3.477, -18.856, -24.618)
H (-4.389, -20.320, -24.433)
H (-4.840, -16.693, -24.454)
H (-6.516, -17.002, -24.082)
H (-5.964, -17.162, -25.754)
C (-2.103, -23.549, -30.516)
O (-1.160, -24.458, -30.009)
C (-1.575, -25.804, -30.341)
C (-0.443, -26.861, -29.967)
O (0.609, -26.674, -30.901)
C (1.787, -27.329, -30.538)
H (-2.965, -23.537, -29.848)
H (-2.462, -23.766, -31.522)
H (-1.635, -22.581, -30.338)
H (-1.729, -25.941, -31.411)
H (-2.504, -26.112, -29.862)
H (-0.831, -27.869, -30.108)
H (-0.137, -26.730, -28.929)
H (2.491, -27.332, -31.370)
H (1.587, -28.369, -30.281)
H (2.216, -26.919, -29.624)
C (-1.357, -13.907, -29.504)
O (-2.351, -15.006, -29.109)
C (-3.709, -14.715, -29.459)
C (-4.663, -15.826, -29.131)
O (-5.994, -15.305, -29.041)
C (-6.598, -15.139, -30.339)
H (-0.329, -13.912, -29.141)
H (-1.744, -12.944, -29.171)
H (-1.297, -13.967, -30.590)
H (-3.782, -14.580, -30.538)
H (-4.044, -13.815, -28.944)
H (-4.393, -16.273, -28.174)
H (-4.581, -16.535, -29.956)
H (-6.177, -14.323, -30.925)
H (-7.663, -14.910, -30.308)
H (-6.563, -16.075, -30.898)
C (-5.408, -10.737, -24.544)
O (-6.199, -11.954, -24.440)
C (-7.144, -12.112, -25.503)
C (-7.566, -13.643, -25.630)
O (-7.952, -14.186, -24.337)
C (-8.781, -15.354, -24.482)
H (-4.809, -10.761, -23.634)
H (-6.055, -9.861, -24.570)
H (-4.795, -10.769, -25.445)
H (-6.705, -11.889, -26.475)
H (-8.121, -11.630, -25.462)
H (-6.738, -14.256, -25.987)
H (-8.339, -13.814, -26.379)
H (-8.791, -15.960, -23.577)
H (-8.398, -16.059, -25.220)
H (-9.781, -15.051, -24.794)
C (-3.989, -18.499, -21.330)
C (-5.095, -17.653, -21.321)
C (-6.533, -18.021, -21.375)
O (-7.489, -17.296, -21.129)
C (-6.703, -19.451, -21.703)
C (-5.619, -20.335, -21.858)
C (-4.270, -19.943, -21.432)
O (-3.417, -20.728, -21.130)
O (-5.749, -21.536, -22.403)
O (-4.972, -16.356, -21.181)
H (-2.946, -18.223, -21.280)
H (-7.694, -19.802, -21.952)
H (-5.027, -22.096, -22.108)
H (-5.799, -15.915, -21.386)
C (0.573, -16.791, -30.121)
C (0.993, -17.208, -28.859)
C (0.210, -18.131, -28.007)
O (0.515, -18.588, -26.887)
C (-0.956, -18.637, -28.636)
C (-1.329, -18.240, -29.913)
C (-0.669, -17.158, -30.733)
O (-1.150, -16.790, -31.815)
O (-2.470, -18.695, -30.469)
O (2.093, -16.714, -28.235)
H (1.179, -15.986, -30.509)
H (-1.451, -19.427, -28.090)
H (-2.579, -18.154, -31.255)
H (2.097, -16.961, -27.307)
C (-3.243, -14.046, -24.084)
C (-2.680, -14.513, -22.923)
C (-1.757, -15.623, -22.914)
O (-1.289, -16.119, -21.878)
C (-1.497, -16.173, -24.226)
C (-1.992, -15.653, -25.381)
C (-2.997, -14.553, -25.416)
O (-3.489, -14.028, -26.380)
O (-1.815, -16.267, -26.659)
O (-2.880, -13.989, -21.749)
H (-3.881, -13.185, -23.954)
H (-0.985, -17.123, -24.255)
H (-2.231, -15.641, -27.256)
H (-2.536, -14.488, -21.004)
C (-3.038, -25.538, -26.962)
C (-2.928, -24.316, -26.329)
C (-3.782, -23.737, -25.327)
O (-3.681, -22.612, -24.789)
C (-4.872, -24.664, -25.023)
C (-4.982, -25.931, -25.591)
C (-4.119, -26.495, -26.639)
O (-4.184, -27.560, -27.200)
O (-6.017, -26.724, -25.229)
O (-1.940, -23.493, -26.684)
H (-2.301, -25.668, -27.740)
H (-5.662, -24.536, -24.298)
H (-5.869, -27.615, -25.555)
H (-2.204, -22.637, -26.338)
C (-7.590, -26.013, -28.751)
C (-7.451, -24.859, -28.042)
C (-6.664, -23.640, -28.598)
O (-6.506, -22.592, -28.035)
C (-6.153, -23.950, -29.932)
C (-6.308, -25.089, -30.595)
C (-7.155, -26.179, -30.130)
O (-7.476, -27.211, -30.823)
O (-5.805, -25.229, -31.836)
O (-7.873, -24.682, -26.786)
H (-8.360, -26.654, -28.348)
H (-5.518, -23.225, -30.420)
H (-5.911, -26.067, -32.293)
H (-7.768, -23.756, -26.555)

Summary:
SMILES = O=C1C=C(O)C(=O)C=C1O.O=C1C=C(O)C(=O)C=C1O.O=C1C=C(O)C(=O)C=C1O.O=C1C=C(O)C(=O)C=C1O.O=C1C=C(O)C(=O)C=C1O.COCCOC.COCCOC.COCCOC.COCCOC.COCCOC
relative energy (zero: lowest compared OMol25 entry of this formula, charge and spin) = 170.9 kJ/mol
largest force on an atom = 4.64 eV/A
frontier orbital gap = 6.90 eV

Atomic partial charges in e from the Löwdin method, atoms 1 to 5: -0.0633, -0.1912, -0.2011, -0.1732, -0.1841